{
  "formula": "C12H16Cl6O3Sn",
  "method": "ωB97M-V/def2-TZVPD",
  "gap_ev": 5.3935,
  "e_homo_ev": -0.99,
  "e_above_lowest_kcal_mol": 0.0,
  "total_charge": -2,
  "species": ["C", "C", "C", "C", "C", "C", "C", "C", "C", "C", "Sn", "Cl", "Cl", "Cl", "H", "H", "H", "H", "H", "H", "H", "H", "H", "H", "H", "H", "H", "H", "H", "O", "H", "Cl", "C", "Cl", "Cl", "C", "O", "O"],
  "positions_angstrom": [[-0.6305, 1.0020, -1.4454], [-0.7762, -0.4172, -1.6862], [0.5321, -1.0074, -1.6867], [-2.0208, -1.1380, -2.0024], [1.4937, 0.0274, -1.4188], [0.7894, 1.2702, -1.2739], [1.4042, 2.6121, -1.1006], [-1.7180, 2.0071, -1.4355], [0.8397, -2.4256, -1.9577], [2.9587, -0.1649, -1.4430], [0.0031, -0.0214, 0.6861], [-3.4976, -3.6973, 0.9762], [-2.2425, -0.3884, 1.0240], [0.4770, -2.2500, 1.1953], [-2.9006, -0.5570, -1.7125], [-2.0734, -2.1067, -1.4840], [-2.0481, -1.3144, -3.0850], [0.0577, -3.0863, -1.5652], [1.7966, -2.7193, -1.5099], [0.9065, -2.5709, -3.0440], [3.2533, -1.0876, -0.9248], [3.4769, 0.6786, -0.9753], [3.2860, -0.2407, -2.4917], [2.3263, 2.5506, -0.5066], [0.7143, 3.3093, -0.6115], [1.6595, 3.0151, -2.0934], [-2.6407, 1.5918, -1.0119], [-1.9133, 2.3135, -2.4742], [-1.4430, 2.8946, -0.8537], [-0.3489, 1.7826, 1.5531], [0.5051, 2.0424, 1.9629], [-1.3954, -0.0553, 6.3613], [-0.1519, -0.4363, 5.1828], [1.3347, 0.4740, 5.5421], [0.1694, -2.1791, 5.1651], [-0.6493, 0.0079, 3.6461], [-1.7799, 0.5196, 3.6385], [0.2463, -0.2348, 2.8607]]
}

{
  "formula": "C12H16ClO16",
  "method": "ωB97M-V/def2-TZVPD",
  "gap_ev": 9.9246,
  "e_homo_ev": -7.46,
  "e_above_lowest_kcal_mol": 0.0,
  "total_charge": -1,
  "species": ["Cl", "O", "O", "O", "O", "C", "C", "O", "C", "O", "O", "H", "H", "H", "H", "C", "C", "O", "C", "O", "O", "H", "H", "H", "H", "C", "C", "O", "C", "O", "O", "H", "H", "H", "H", "C", "C", "O", "C", "O", "O", "H", "H", "H", "H"],
  "positions_angstrom": [[-19.0517, -18.9640, -16.0752], [-19.1936, -19.3269, -17.4717], [-20.2127, -19.4183, -15.3193], [-17.8914, -19.5892, -15.5142], [-18.9357, -17.5309, -15.9875], [-16.7065, -20.0771, -20.4057], [-16.0971, -20.2625, -19.0023], [-15.0955, -19.3161, -18.9410], [-15.2688, -18.3580, -19.9058], [-14.6762, -17.3377, -19.8893], [-16.2344, -18.7307, -20.7548], [-17.7729, -19.8877, -20.3321], [-16.3284, -20.8541, -21.0616], [-15.8140, -21.3176, -18.9186], [-16.8263, -20.0638, -18.2050], [-16.6690, -22.6233, -15.9294], [-17.7990, -23.0825, -16.8545], [-16.9980, -23.9224, -17.7283], [-15.9661, -24.4653, -17.0020], [-15.1972, -25.2957, -17.3781], [-15.7734, -23.7185, -15.8900], [-17.1720, -22.5207, -14.9654], [-16.2514, -21.6603, -16.2138], [-18.1860, -22.3181, -17.5233], [-18.5856, -23.5685, -16.2767], [-19.0618, -18.3541, -12.2095], [-20.3801, -19.0283, -11.9187], [-21.0652, -18.0090, -11.1706], [-20.2128, -17.0766, -10.6971], [-20.4506, -16.2569, -9.8729], [-19.0081, -17.2181, -11.3299], [-18.9970, -18.0085, -13.2389], [-18.1737, -18.9096, -11.9080], [-20.4222, -19.9372, -11.3241], [-20.8802, -19.1033, -12.8839], [-22.4621, -17.1104, -18.1886], [-22.4278, -16.5408, -16.8024], [-21.9739, -15.2206, -16.9664], [-21.1946, -15.2139, -18.0419], [-20.5419, -14.3270, -18.4892], [-21.3584, -16.3921, -18.7783], [-23.3716, -17.1149, -18.7991], [-22.2087, -18.1744, -18.2316], [-21.7751, -17.1625, -16.1837], [-23.3590, -16.6810, -16.2483]]
}

{
  "formula": "C12H16CoN3O7",
  "method": "ωB97M-V/def2-TZVPD",
  "gap_ev": [9.3860, 7.5013],
  "e_homo_ev": [-15.99, -16.05],
  "multiplicity": 5,
  "s_squared": 6.01,
  "total_charge": 2,
  "species": ["Co", "O", "C", "O", "C", "C", "C", "C", "C", "N", "C", "O", "O", "H", "H", "H", "H", "C", "N", "C", "C", "O", "H", "H", "H", "H", "H", "H", "H", "N", "C", "C", "O", "O", "H", "H", "H", "H", "H"],
  "positions_angstrom": [[-0.3848, -0.1226, -0.2536], [1.2864, -2.4442, -3.3381], [0.6866, -1.8947, -2.3229], [0.6144, -0.6864, -2.1166], [0.0440, -2.8303, -1.3611], [-0.0423, -4.2037, -1.4038], [-0.7218, -4.8400, -0.3603], [-1.2859, -4.1021, 0.6706], [-1.1576, -2.7223, 0.6246], [-0.5060, -2.1357, -0.3663], [-1.6946, -1.7096, 1.6222], [-2.1246, -2.0319, 2.6883], [-1.5909, -0.4797, 1.1409], [1.6933, -1.7749, -3.9152], [0.3994, -4.7623, -2.2168], [-0.8088, -5.9183, -0.3608], [-1.8152, -4.5650, 1.4921], [2.2769, 2.2126, 3.5624], [1.6979, 1.1770, 2.7042], [1.2200, -0.0525, 3.3474], [1.5984, 1.3389, 1.4223], [1.1331, 0.4440, 0.6458], [3.1892, 1.8347, 4.0201], [1.5623, 2.4698, 4.3419], [2.5040, 3.0980, 2.9746], [1.7132, -0.1515, 4.3097], [1.4674, -0.9106, 2.7276], [0.1412, -0.0026, 3.4961], [1.9518, 2.2762, 0.9942], [-1.2128, 4.3229, -3.0465], [-1.9002, 3.0977, -2.5257], [-0.8454, 2.3248, -1.7239], [-1.2900, 1.2544, -1.1845], [0.2664, 2.8160, -1.6099], [-1.6583, 5.1907, -2.7494], [-1.1409, 4.3391, -4.0635], [-0.2532, 4.2599, -2.6381], [-2.2853, 2.5020, -3.3484], [-2.7271, 3.3822, -1.8797]]
}

{
  "formula": "C12H16N2",
  "method": "ωB97M-V/def2-TZVPD",
  "gap_ev": [3.1699, 6.9319],
  "e_homo_ev": [0.34, -3.53],
  "multiplicity": 2,
  "s_squared": 0.76,
  "e_above_lowest_kcal_mol": 27.0,
  "total_charge": -1,
  "species": ["C", "C", "C", "C", "C", "C", "C", "H", "H", "H", "H", "H", "H", "H", "H", "C", "C", "C", "C", "C", "N", "N", "H", "H", "H", "H", "H", "H", "H", "H"],
  "positions_angstrom": [[1.8465, -0.1683, -1.1315], [3.1685, 0.9525, 2.2009], [2.8731, -0.1554, 3.0619], [2.7735, 0.9251, 0.9067], [2.0477, -0.1915, 0.3063], [1.8805, -1.0856, 2.6243], [1.4648, -0.9977, 1.3082], [3.6859, 1.7451, 2.7342], [3.4050, -0.2694, 4.0004], [3.0138, 1.7588, 0.2280], [1.4029, -1.6824, 3.4146], [1.4310, -1.1333, -1.4973], [2.7251, -0.0630, -1.7914], [0.5601, -1.5899, 1.0717], [1.5166, 0.7959, -1.5321], [-2.4909, 0.1375, -2.4639], [-1.1432, 0.6191, -2.8343], [-2.6142, -0.3092, -1.0418], [-1.7135, 0.0361, -0.0187], [-3.6466, -0.5743, 0.7957], [-3.8587, -0.6176, -0.5341], [-2.4220, -0.1196, 1.1411], [-3.2608, 0.9467, -2.5323], [-3.0292, -0.7280, -2.9778], [-1.0916, 1.7116, -2.6453], [-0.7153, 0.4085, 0.0101], [-4.4108, -0.9963, 1.4111], [-1.9726, -0.1379, 2.0434], [-1.1278, 0.6355, -3.9107], [-0.2977, 0.1470, -2.3473]]
}

{
  "formula": "C12H16N2",
  "method": "ωB97M-V/def2-TZVPD",
  "gap_ev": 7.4942,
  "e_homo_ev": -7.15,
  "e_above_lowest_kcal_mol": 83.9,
  "species": ["C", "C", "C", "C", "C", "C", "C", "C", "C", "C", "C", "C", "N", "N", "H", "H", "H", "H", "H", "H", "H", "H", "H", "H", "H", "H", "H", "H", "H", "H"],
  "positions_angstrom": [[-3.0282, 1.3892, 0.6892], [-3.2366, 0.0513, 0.7460], [-1.7417, 1.5486, 0.1199], [-2.1474, -0.6136, 0.2858], [1.7204, 1.9434, 0.0382], [1.0031, 1.5699, -1.0395], [1.9124, -0.4248, 0.5562], [1.9718, 0.9731, 1.1271], [0.4006, 0.1490, -1.0703], [-1.9043, -2.0788, 0.3556], [2.9303, -1.3333, 1.1085], [0.0417, -0.2731, -2.4054], [1.2543, -0.8092, -0.4565], [-1.2436, 0.2943, -0.0725], [-3.7980, 1.9999, 1.0920], [-4.1611, -0.4782, 1.1488], [-1.1533, 2.3801, -0.1526], [2.0588, 2.9924, -0.0325], [0.7036, 2.1362, -1.9433], [2.9685, 1.1016, 1.6195], [1.1831, 1.0932, 1.8006], [-2.4003, -2.7534, -0.4061], [-0.8522, -2.4198, 0.2924], [-2.2722, -2.3939, 1.3399], [3.3141, -0.9439, 2.0864], [3.7843, -1.3487, 0.3199], [2.7578, -2.4495, 1.0856], [-0.5793, -1.1319, -2.3764], [0.9292, -0.6060, -2.8840], [-0.4157, 0.4359, -2.9727]]
}

{
  "formula": "C12H16N2O",
  "method": "ωB97M-V/def2-TZVPD",
  "gap_ev": 8.8389,
  "smiles": "CCc1c[nH]cn1.Cc1ccc(O)cc1",
  "e_homo_ev": -8.28,
  "e_above_lowest_kcal_mol": 75.8,
  "species": ["C", "C", "C", "C", "N", "C", "N", "H", "H", "H", "H", "H", "H", "H", "H", "C", "C", "C", "C", "C", "O", "C", "C", "H", "H", "H", "H", "H", "H", "H", "H"],
  "positions_angstrom": [[-4.0577, -0.7627, -0.5494], [-3.0456, 0.0833, -1.3341], [-1.9338, -0.7957, -1.6679], [-1.0703, -0.7611, -2.7080], [-0.0195, -1.6913, -2.4241], [-0.4268, -2.3125, -1.2303], [-1.6017, -1.8949, -0.7917], [-4.1149, -1.8398, -0.7916], [-5.0915, -0.4105, -0.8482], [-3.9724, -0.4748, 0.4781], [-3.5467, 0.3838, -2.3420], [-2.8086, 0.9742, -0.7567], [-0.9202, -0.1885, -3.5876], [0.7687, -1.9802, -2.8132], [0.2783, -2.9905, -0.7874], [0.4230, 2.0700, 2.9523], [1.2750, 1.3535, 1.9433], [2.1382, 2.1648, 1.2743], [3.0144, 1.5954, 0.2912], [3.0888, 0.1785, 0.0825], [4.2888, -0.1476, -0.4963], [2.1144, -0.6406, 0.8175], [1.1813, 0.0148, 1.6395], [0.9598, 1.9417, 3.9660], [-0.4985, 1.4544, 3.0905], [0.1019, 3.0417, 2.5790], [2.4688, 3.1693, 1.5619], [3.8148, 2.0551, -0.3056], [4.4787, -1.1018, -0.3432], [2.2746, -1.7505, 0.9441], [0.4387, -0.7376, 2.1568]]
}